1.
Here is a 8-piece molecular cluster, C20H36N4O4 overall from the Open Molecules 2025 dataset. Energies are from ωB97M-V/def2-TZVPD.

Cartesian coordinates (Å):
C  6.61  24.76  -15.80
C  5.52  25.29  -16.79
O  5.66  24.93  -17.98
C  4.63  26.32  -16.24
H  7.53  25.35  -15.84
H  6.88  23.72  -15.97
H  6.43  24.92  -14.74
H  3.64  26.08  -16.63
H  4.82  27.18  -16.90
H  4.60  26.45  -15.16
C  4.94  22.99  -6.80
C  5.31  23.26  -5.30
O  6.00  22.36  -4.82
C  4.97  24.58  -4.63
H  5.25  23.76  -7.50
H  3.89  22.67  -6.87
H  5.63  22.25  -7.20
H  5.66  24.71  -3.80
H  3.96  24.62  -4.22
H  5.19  25.48  -5.20
C  9.78  31.40  -16.74
C  8.98  32.65  -16.57
O  9.62  33.72  -16.52
C  7.45  32.56  -16.64
H  10.83  31.66  -16.59
H  9.61  30.86  -17.67
H  9.42  30.68  -16.01
H  7.13  33.58  -16.42
H  7.05  31.86  -15.90
H  7.14  32.16  -17.61
C  -0.69  25.89  -10.96
C  -1.15  24.60  -11.61
O  -0.34  23.67  -11.85
C  -2.54  24.50  -12.23
H  -1.20  26.74  -11.40
H  0.38  26.09  -11.05
H  -0.95  25.79  -9.90
H  -2.48  24.45  -13.32
H  -3.27  25.24  -11.91
H  -3.03  23.53  -12.16
C  14.31  17.78  -14.13
C  13.23  18.75  -13.65
N  12.43  19.55  -13.29
H  13.97  16.94  -14.72
H  14.74  17.29  -13.26
H  15.09  18.37  -14.62
C  0.38  22.25  -22.57
C  -0.41  21.41  -21.66
N  -0.90  20.71  -20.89
H  -0.42  22.66  -23.18
H  1.05  21.60  -23.13
H  0.92  22.94  -21.91
C  0.90  32.37  -19.60
C  0.95  33.49  -18.68
N  0.92  34.51  -18.03
H  1.89  31.93  -19.49
H  0.85  32.70  -20.64
H  0.14  31.63  -19.36
C  -5.27  28.01  -18.56
C  -4.25  28.34  -17.52
N  -3.45  28.59  -16.74
H  -5.77  28.92  -18.91
H  -5.94  27.49  -17.87
H  -4.97  27.41  -19.42

Total energy = -35469.5846 eV
Gap between HOMO and LUMO = 9.814 eV



2.
Here is a 2-piece molecular cluster, CH2N3O4 overall from the Open Molecules 2025 dataset. Energies are from ωB97M-V/def2-TZVPD.

Cartesian coordinates (Å):
C  0.34  -4.56  -1.31
N  -0.02  0.78  -0.30
N  0.86  -0.02  -1.06
N  0.58  -1.27  -1.02
O  1.23  -4.78  -0.63
O  1.25  -2.05  -1.73
O  -0.57  -4.46  -2.00
O  -0.34  -1.73  -0.28
H  -0.72  0.14  0.11
H  0.51  1.19  0.47

Total energy = -13728.1155 eV
Gap between HOMO and LUMO = 7.246 eV
Total charge = -1



3.
Here is a 2-piece molecular cluster, C5H7NO overall from the Open Molecules 2025 dataset. Energies are from ωB97M-V/def2-TZVPD.

Cartesian coordinates (Å):
C  -1.85  -0.96  0.60
C  -0.45  0.56  -0.51
C  -0.21  1.96  -0.57
N  -0.03  3.11  -0.57
C  0.54  -0.35  -0.03
O  0.11  -1.45  0.38
C  2.01  -0.06  -0.01
H  -1.66  -0.64  1.61
H  -2.60  -0.37  0.07
H  -1.96  -2.03  0.45
H  -1.03  0.15  -1.33
H  2.53  -0.72  0.68
H  2.17  0.99  0.26
H  2.42  -0.19  -1.02

Total energy = -8831.8362 eV
Gap between HOMO and LUMO (alpha / beta) = 7.720 / 7.718 eV



4.
Here is a single C4H6O2 molecule from the Open Molecules 2025 dataset. Energies are from ωB97M-V/def2-TZVPD.

Cartesian coordinates (Å):
O  0.04  1.65  -1.25
C  0.85  1.40  -0.39
C  0.83  0.13  0.44
C  -0.10  -0.91  -0.16
C  -1.56  -0.62  0.10
O  -1.95  0.14  0.96
H  1.68  2.10  -0.17
H  0.48  0.41  1.44
H  1.85  -0.24  0.55
H  0.05  -0.99  -1.25
H  0.11  -1.91  0.25
H  -2.28  -1.18  -0.53

Total energy = -8339.5166 eV
Gap between HOMO and LUMO = 10.955 eV



One value per record, in order, for F_max: 6.105, 1.871, 1.073, 0.539 eV/Å.
One value per record, in order, for ΔE to the lowest compared entry with this formula, charge and spin: 85.33, 0.00, 100.70, 21.78 kcal per mole.